Record 1
Entry from OMol25: an isolated molecule of C5H8O in a non-equilibrium geometry (wB97M-V/def2-TZVPD).

Results
Relative energy (zero: lowest compared OMol25 entry of this formula, charge and spin), kcal/mol: 66.43
SMILES: C#C[C@@H](C)CO
HOMO energy, Ha: -0.369
Kohn-Sham gap, Eh: 0.40516
Molecular weight, g/mol: 84.1
Energy, Eh: -270.45204
Largest force on an atom, eV Å⁻¹: 1.69

Each line ends with the Mulliken charge.
Atoms and positions in Å:
C -1.436 1.334 -1.281  0.151
C -0.916 0.403 -0.705  -0.955
C 0.085 -0.560 -0.159  0.524
C 1.418 0.013 -0.894  -1.190
C 0.018 -0.502 1.404  -0.608
O -1.190 -0.918 2.023  -0.509
H -1.979 2.109 -1.763  0.446
H -0.281 -1.570 -0.448  0.254
H 1.497 1.063 -0.540  0.299
H 1.174 -0.038 -1.975  0.329
H 2.485 -0.312 -0.891  0.328
H 0.773 -1.192 1.769  0.311
H 0.270 0.520 1.720  0.291
H -1.919 -0.351 1.740  0.330

Record 2
Entry from OMol25: an isolated molecule of C5H8O in a non-equilibrium geometry (wB97M-V/def2-TZVPD).

Results
Relative energy (zero: lowest compared OMol25 entry of this formula, charge and spin), kcal/mol: 62.64
SMILES: C=CCCC=O
HOMO energy, Ha: -0.353
Kohn-Sham gap, Eh: 0.38440
Molecular weight, g/mol: 84.1
Energy, Eh: -270.45807
Largest force on an atom, eV Å⁻¹: 4.57

Each line ends with the Mulliken charge.
Atoms and positions in Å:
C -0.741 1.952 0.016  -0.809
C 0.460 1.400 -0.230  -0.273
C 0.472 -0.013 -0.738  -0.529
C 0.702 -0.975 0.319  -0.260
C -0.526 -1.856 0.454  -0.082
O -0.524 -2.755 1.305  -0.491
H -0.964 2.789 0.649  0.271
H -1.824 1.604 -0.244  0.169
H 1.363 2.025 -0.253  0.360
H 1.149 -0.329 -1.589  0.372
H -0.538 -0.056 -1.300  0.310
H 0.833 -0.456 1.372  0.259
H 1.651 -1.603 0.286  0.349
H -1.515 -1.726 -0.048  0.353

Record 3
Entry from OMol25: an isolated molecule of C5H8O in a non-equilibrium geometry (wB97M-V/def2-TZVPD).

Results
Relative energy (zero: lowest compared OMol25 entry of this formula, charge and spin), kcal/mol: 49.48
SMILES: O[C@H]1C[C@H]2C[C@H]21
HOMO energy, Ha: -0.360
Kohn-Sham gap, Eh: 0.39832
Molecular weight, g/mol: 84.1
Energy, Eh: -270.47904
Largest force on an atom, eV Å⁻¹: 1.01

Each line ends with the Mulliken charge.
Atoms and positions in Å:
O 1.986 -0.770 -0.441  -0.572
C 1.013 -0.269 0.442  0.074
C 0.305 1.189 0.474  -0.841
C -1.020 0.466 0.347  0.030
C -0.981 -0.264 -0.950  -0.652
C -0.356 -0.888 0.280  -0.514
H 1.528 -1.094 -1.230  0.355
H 1.468 -0.240 1.425  0.354
H 0.522 1.945 -0.286  0.291
H 0.432 1.657 1.462  0.295
H -1.932 0.678 0.889  0.373
H -0.342 0.144 -1.736  0.193
H -1.905 -0.702 -1.306  0.280
H -0.718 -1.854 0.630  0.335

Record 4
Entry from OMol25: an isolated molecule of C5H8O (wB97M-V/def2-TZVPD).

Results
Relative energy (zero: lowest compared OMol25 entry of this formula, charge and spin), kcal/mol: 31.74
SMILES: C1OC[C@H]2C[C@@H]12
HOMO energy, Ha: -0.356
Kohn-Sham gap, Eh: 0.39818
Molecular weight, g/mol: 84.1
Energy, Eh: -270.50731
Largest force on an atom, eV Å⁻¹: 0.66

Each line ends with the Mulliken charge.
Atoms and positions in Å:
C -0.756 0.913 0.833  -0.552
O -1.488 0.334 -0.235  -0.386
C -0.945 -0.955 -0.488  -0.565
C 0.535 -0.853 -0.160  -0.181
C 1.170 0.345 -0.787  -0.592
C 0.680 0.434 0.625  -0.139
H -0.866 1.999 0.769  0.288
H -1.181 0.581 1.799  0.288
H -1.124 -1.170 -1.548  0.288
H -1.443 -1.725 0.121  0.308
H 1.094 -1.765 0.043  0.368
H 0.654 0.903 -1.562  0.217
H 2.252 0.312 -0.855  0.263
H 1.457 0.664 1.336  0.396

Record 5
Entry from OMol25: an isolated molecule of C5H8O (wB97M-V/def2-TZVPD).

Results
Relative energy (zero: lowest compared OMol25 entry of this formula, charge and spin), kcal/mol: 27.83
SMILES: C1=CCOCC1
HOMO energy, Ha: -0.347
Kohn-Sham gap, Eh: 0.38829
Molecular weight, g/mol: 84.1
Energy, Eh: -270.51354
Largest force on an atom, eV Å⁻¹: 0.59

Each line ends with the Mulliken charge.
Atoms and positions in Å:
C -0.121 1.295 0.272  -0.338
C 1.112 0.802 0.126  -0.281
C 1.362 -0.690 0.076  -0.566
O 0.213 -1.385 0.488  -0.399
C -0.839 -0.927 -0.339  -0.595
C -1.347 0.403 0.210  -0.478
H -0.268 2.367 0.395  0.362
H 1.975 1.461 0.068  0.387
H 2.194 -0.985 0.722  0.338
H 1.596 -1.040 -0.945  0.289
H -1.526 -1.761 -0.469  0.359
H -0.430 -0.691 -1.333  0.332
H -2.094 0.842 -0.466  0.299
H -1.827 0.307 1.194  0.291

Record 6
Entry from OMol25: an isolated molecule of C5H8O (wB97M-V/def2-TZVPD).

Results
Relative energy (zero: lowest compared OMol25 entry of this formula, charge and spin), kcal/mol: 27.97
SMILES: O=CC1CCC1
HOMO energy, Ha: -0.359
Kohn-Sham gap, Eh: 0.39550
Molecular weight, g/mol: 84.1
Energy, Eh: -270.51333
Largest force on an atom, eV Å⁻¹: 0.49

Each line ends with the Mulliken charge.
Atoms and positions in Å:
O 2.632 -0.469 -0.623  -0.476
C 1.888 0.336 -0.116  -0.295
C 0.562 -0.016 0.507  0.470
C -0.236 -1.129 -0.209  -0.767
C -1.456 -0.180 -0.291  -0.383
C -0.603 0.979 0.282  -0.834
H 2.148 1.418 -0.099  0.337
H 0.744 -0.226 1.569  0.371
H 0.203 -1.390 -1.176  0.256
H -0.380 -2.052 0.358  0.263
H -1.856 -0.015 -1.295  0.262
H -2.282 -0.475 0.362  0.222
H -0.370 1.762 -0.449  0.296
H -0.996 1.457 1.182  0.278

Record 7
Entry from OMol25: an isolated molecule of C5H8O in a non-equilibrium geometry (wB97M-V/def2-TZVPD).

Results
Relative energy (zero: lowest compared OMol25 entry of this formula, charge and spin), kcal/mol: 44.16
SMILES: C=C(O)/C=C/C
HOMO energy, Ha: -0.309
Kohn-Sham gap, Eh: 0.34111
Molecular weight, g/mol: 84.1
Energy, Eh: -270.48753
Largest force on an atom, eV Å⁻¹: 2.11

Each line ends with the Mulliken charge.
Atoms and positions in Å:
C 2.173 0.127 0.702  -0.965
C 1.143 -0.707 0.680  0.817
O 1.318 -2.062 0.741  -0.485
C -0.268 -0.354 0.327  -0.342
C -0.618 0.762 -0.303  -0.125
C -1.876 0.782 -1.109  -1.090
H 1.949 1.182 0.739  0.217
H 3.210 -0.122 0.862  0.298
H 0.472 -2.494 0.912  0.299
H -0.974 -1.001 0.844  0.257
H 0.163 1.506 -0.372  0.228
H -1.679 0.931 -2.169  0.280
H -2.446 -0.136 -0.999  0.306
H -2.566 1.586 -0.854  0.304

Record 8
Entry from OMol25: an isolated molecule of C5H8O (wB97M-V/def2-TZVPD).

Results
Relative energy (zero: lowest compared OMol25 entry of this formula, charge and spin), kcal/mol: 47.74
SMILES: C[C@]12CC[C@H]1O2
HOMO energy, Ha: -0.351
Kohn-Sham gap, Eh: 0.39250
Molecular weight, g/mol: 84.1
Energy, Eh: -270.48182
Largest force on an atom, eV Å⁻¹: 0.57

Each line ends with the Mulliken charge.
Atoms and positions in Å:
C -0.586 1.203 -1.361  -1.191
C -0.291 0.273 -0.244  0.732
C 0.962 0.267 0.643  -0.590
C 0.538 -1.142 1.119  -0.542
C -0.600 -1.118 0.104  -0.319
O -1.464 -0.085 0.529  -0.492
H 0.260 1.298 -2.044  0.320
H -1.483 0.870 -1.884  0.320
H -0.779 2.189 -0.922  0.278
H 1.905 0.212 0.077  0.250
H 1.061 1.063 1.384  0.288
H 0.195 -1.163 2.153  0.242
H 1.271 -1.917 0.920  0.290
H -0.987 -1.949 -0.475  0.416